This record from OMol25 describes a 5-piece molecular cluster, H8O3S2 overall. The level of theory is wB97M-V/def2-TZVPD.

Cartesian coordinates (Å):
S: 2.184 -1.683 1.131
S: -0.989 1.338 0.126
H: 2.386 -0.454 1.689
H: -1.068 2.671 0.245
H: 2.199 -0.247 -0.674
H: 1.145 1.020 -0.668
O: 1.849 0.569 -1.133
H: 0.380 -2.080 1.989
H: -0.511 -0.849 1.968
O: -0.479 -1.743 2.338
H: -2.267 0.988 -2.916
H: -2.279 0.306 -1.582
O: -2.549 0.164 -2.513

Results
* highest occupied orbital energy: -9.6 eV
* charge: 0

Löwdin atomic charge list, values in e, 4 entries: 0.61 0.55 -0.18 -0.24

This record from OMol25 describes a 4-piece molecular cluster, H8O4 overall. The level of theory is wB97M-V/def2-TZVPD.

Cartesian coordinates (Å):
O: 16.958 -8.532 -1.519
H: 16.954 -7.629 -1.203
H: 16.217 -8.945 -1.076
O: 18.621 -10.804 -2.180
H: 18.504 -10.985 -3.112
H: 18.403 -9.877 -2.086
O: 17.311 -8.097 1.857
H: 17.317 -7.556 1.068
H: 17.051 -7.498 2.557
O: 16.956 -6.159 -0.077
H: 17.583 -5.439 -0.151
H: 16.129 -5.734 0.155

Results
* highest occupied orbital energy (alpha / beta): 0.5 / -7.3 eV
* spin multiplicity: 2
* <S²>: 0.750
* charge: -1

Löwdin atomic charge list, values in e, 4 entries: -0.16 -0.04 0.02 -0.09

This record from OMol25 describes a 4-piece molecular cluster, H8O4 overall. The level of theory is wB97M-V/def2-TZVPD.

Cartesian coordinates (Å):
O: 5.393 -5.271 1.848
H: 5.165 -4.465 1.304
H: 5.611 -4.924 2.713
O: 7.757 -6.571 2.321
H: 7.157 -6.017 1.845
H: 7.424 -7.443 2.051
O: 6.208 -5.000 4.479
H: 6.875 -5.679 4.375
H: 5.392 -5.584 4.504
O: 6.667 -2.352 4.167
H: 7.618 -2.345 4.355
H: 6.324 -3.015 4.798

Results
* highest occupied orbital energy: -11.0 eV
* charge: 0

Löwdin atomic charge list, values in e, 4 entries: -0.08 0.09 -0.02 -0.06

This record from OMol25 describes a 4-piece molecular cluster, H8O4 overall. The level of theory is wB97M-V/def2-TZVPD.

Cartesian coordinates (Å):
O: -5.615 -1.866 2.714
H: -4.640 -1.858 2.737
H: -5.749 -1.947 3.656
H: 4.819 3.839 -5.201
O: 4.276 3.752 -4.446
H: 3.866 2.876 -4.347
O: -1.845 -2.538 1.808
H: -1.072 -1.954 1.719
H: -1.883 -3.029 0.967
O: 2.922 0.709 0.055
H: 3.885 0.535 -0.054
H: 2.819 1.582 -0.283

Results
* highest occupied orbital energy: -11.3 eV
* charge: 0

Löwdin atomic charge list, values in e, 4 entries: -0.06 0.03 0.02 0.01

This record from OMol25 describes a 4-piece molecular cluster, H8O4 overall. The level of theory is wB97M-V/def2-TZVPD.

Cartesian coordinates (Å):
O: -0.894 45.747 -11.605
H: -0.535 46.363 -10.967
H: -1.249 45.033 -11.076
O: 3.394 47.407 -6.832
H: 4.100 47.952 -6.483
H: 2.880 48.001 -7.379
O: -1.077 49.765 -8.708
H: -1.442 50.492 -9.212
H: -1.841 49.282 -8.395
O: -1.337 46.371 -16.258
H: -1.086 46.344 -15.334
H: -1.371 45.452 -16.524

Results
* highest occupied orbital energy: -11.4 eV
* charge: 0

Löwdin atomic charge list, values in e, 4 entries: -0.05 0.03 0.03 -0.05

This record from OMol25 describes a 4-piece molecular cluster, H8O4 overall. The level of theory is wB97M-V/def2-TZVPD.

Cartesian coordinates (Å):
O: -0.643 -2.542 -0.702
H: -1.280 -2.181 -0.135
H: -0.646 -2.313 -1.633
O: -2.152 1.595 0.441
H: -1.517 2.095 0.943
H: -2.251 2.302 -0.218
O: 0.435 -0.111 -0.223
H: -0.486 0.323 0.084
H: 0.388 -1.069 -0.503
O: 2.738 0.570 1.086
H: 3.439 0.802 0.451
H: 1.979 0.530 0.410

Results
* highest occupied orbital energy: -10.4 eV
* charge: 0

Löwdin atomic charge list, values in e, 4 entries: -0.02 0.03 0.06 -0.05

This record from OMol25 describes H8O4 as an isolated structure. The level of theory is wB97M-V/def2-TZVPD.

Cartesian coordinates (Å):
O: 7.878 33.883 -42.143
H: 8.235 34.503 -41.508
H: 8.547 33.202 -42.218
O: 6.224 34.319 -41.161
H: 7.102 34.144 -41.500
H: 5.835 33.452 -41.045
O: 8.688 36.954 -40.827
H: 9.298 36.757 -41.538
H: 9.197 36.816 -40.029
O: 8.604 34.730 -40.660
H: 8.239 35.403 -40.086
H: 9.335 34.361 -40.164

Results
* highest occupied orbital energy: -8.7 eV
* charge: 0

Löwdin atomic charge list, values in e, 4 entries: 0.05 -0.32 0.11 -0.07

This record from OMol25 describes a 4-piece molecular cluster, H8O4 overall. The level of theory is wB97M-V/def2-TZVPD.

Cartesian coordinates (Å):
O: 2.332 -1.737 -0.250
H: 2.741 -1.126 0.367
H: 1.361 -1.447 -0.109
O: 0.747 1.825 -1.303
H: -0.129 2.192 -1.633
H: 0.327 1.015 -1.265
O: -0.115 -0.805 -0.440
H: -0.374 -0.512 0.463
H: -0.612 -1.505 -0.786
O: -1.835 0.413 1.559
H: -1.675 1.368 1.929
H: -2.763 0.318 1.463

Results
* highest occupied orbital energy: -10.3 eV
* charge: 0

Löwdin atomic charge list, values in e, 4 entries: -0.12 0.01 0.00 -0.05

This record from OMol25 describes a 4-piece molecular cluster, H8O4 overall. The level of theory is wB97M-V/def2-TZVPD.

Cartesian coordinates (Å):
O: -2.996 0.535 -0.292
H: -2.112 0.775 -0.012
H: -3.287 1.273 -0.827
O: 2.298 -0.316 0.837
H: 2.474 -0.854 1.609
H: 2.970 0.365 0.861
O: -0.444 -0.545 0.140
H: -1.138 -1.107 0.486
H: 0.315 -0.734 0.692
O: 0.701 0.423 -1.481
H: -0.121 0.292 -1.009
H: 1.340 -0.105 -1.002

Results
* highest occupied orbital energy: -9.9 eV
* charge: 0

Löwdin atomic charge list, values in e, 4 entries: -0.05 0.01 0.04 -0.03

This record from OMol25 describes a 4-piece molecular cluster, H8O4 overall. The level of theory is wB97M-V/def2-TZVPD.

Cartesian coordinates (Å):
O: -0.876 3.996 1.479
H: -0.875 3.201 0.989
H: -0.237 3.976 2.227
H: -0.398 -0.477 -0.787
O: -0.725 -0.796 -1.654
H: -0.292 -0.368 -2.370
O: 0.319 -0.371 0.807
H: 0.837 -1.205 0.857
H: -0.009 -0.308 1.706
O: 1.100 -2.772 -0.651
H: 0.534 -2.126 -1.154
H: 1.754 -3.253 -1.179

Results
* highest occupied orbital energy: -11.4 eV
* charge: 0

Löwdin atomic charge list, values in e, 4 entries: -0.05 0.00 0.06 0.00

This record from OMol25 describes a 4-piece molecular cluster, H8O4 overall. The level of theory is wB97M-V/def2-TZVPD.

Cartesian coordinates (Å):
O: 0.160 0.783 -3.120
H: 0.156 0.125 -2.424
H: 0.949 1.300 -2.955
O: 0.741 -0.277 0.055
H: 0.188 -0.865 0.570
H: 1.348 -0.858 -0.403
O: -0.583 -1.752 1.922
H: -1.312 -1.579 2.517
H: 0.188 -1.781 2.488
O: -0.564 2.018 0.512
H: -1.386 1.530 0.466
H: 0.115 1.357 0.372

Results
* highest occupied orbital energy (alpha / beta): -16.4 / -15.6 eV
* spin multiplicity: 2
* <S²>: 0.758
* charge: +1

Löwdin atomic charge list, values in e, 4 entries: 0.16 0.05 0.08 -0.03

This record from OMol25 describes a 2-piece molecular cluster, H8OSi3 overall. The level of theory is wB97M-V/def2-TZVPD.

Cartesian coordinates (Å):
O: -1.444 0.282 1.227
Si: -0.731 -1.428 -1.456
Si: 1.234 1.764 0.532
Si: -0.138 -0.078 0.320
H: -1.929 -0.395 1.693
H: -1.809 -0.797 -2.234
H: -1.235 -2.755 -1.097
H: 0.396 -1.594 -2.376
H: 2.637 1.353 0.532
H: 0.997 2.569 1.733
H: 1.060 2.683 -0.605
H: 0.963 -1.605 1.731

Results
* highest occupied orbital energy: -8.7 eV
* charge: 0

Löwdin atomic charge list, values in e, 4 entries: -0.35 0.43 0.45 0.16

Energy (hartree)
-1026.65680, -305.73457, -305.75082, -305.73331, -305.73780, -305.72600, -305.45367, -305.72413, -305.71994, -305.74924, -305.33815, -948.40226
Maximum force (eV/A)
2.0, 1.4, 2.6, 2.3, 0.3, 3.7, 18.3, 4.2, 3.6, 2.4, 2.5, 3.5